{"formula": "C23H43N2OP3RuSe", "method": "ωB97M-V/def2-TZVPD", "symbols": ["Ru", "P", "P", "P", "H", "C", "C", "H", "C", "C", "C", "C", "C", "C", "C", "C", "C", "H", "H", "H", "H", "H", "H", "H", "H", "H", "H", "H", "H", "H", "H", "H", "H", "H", "H", "H", "H", "H", "H", "H", "H", "H", "H", "H", "H", "H", "C", "C", "C", "C", "C", "C", "Se", "H", "H", "H", "H", "H", "H", "N", "C", "O", "C", "C", "C", "C", "N", "C", "H", "H", "H", "H", "H", "H"], "positions_angstrom": [[0.2177, 0.6945, 0.4118], [0.1427, -1.5157, -0.6291], [0.3786, 1.5412, -1.7659], [-1.1913, 0.1233, 2.0784], [-0.9085, 3.6973, 0.3576], [-0.7594, 3.0461, 1.2201], [0.5826, 2.4860, 1.2374], [1.1415, 2.9447, 0.3676], [-1.3940, -1.9373, -1.5458], [1.4578, -1.8953, -1.8870], [0.3280, -3.0273, 0.4287], [0.2821, 3.3748, -1.9174], [2.0448, 1.3388, -2.5363], [-0.7809, 1.0780, -3.1088], [-1.8571, 1.3664, 3.2656], [-0.2724, -0.9388, 3.2575], [-2.7277, -0.8124, 1.6900], [-1.1314, 3.4336, 2.1788], [1.0589, 2.2201, 2.2067], [-1.3369, -2.9917, -1.8471], [-1.5132, -1.3215, -2.4420], [-2.2836, -1.8017, -0.9227], [1.4145, -2.9647, -2.1472], [2.4578, -1.7067, -1.4711], [1.3258, -1.3022, -2.8027], [0.1441, -3.9108, -0.2012], [-0.3731, -3.0353, 1.2734], [1.3535, -3.1451, 0.8025], [0.2156, 3.6505, -2.9829], [1.1803, 3.8455, -1.4843], [-0.6404, 3.6677, -1.4022], [1.9735, 1.4608, -3.6277], [2.4468, 0.3479, -2.3070], [2.7296, 2.1031, -2.1412], [-0.6435, 1.7954, -3.9293], [-1.8340, 1.1328, -2.7859], [-0.5447, 0.0743, -3.4837], [-2.3079, 0.9034, 4.1526], [-2.5971, 1.9681, 2.7205], [-1.0683, 2.0138, 3.6728], [-0.8681, -1.0426, 4.1737], [0.6654, -0.4195, 3.4951], [-0.0607, -1.9326, 2.8471], [-3.2225, -1.1474, 2.6158], [-2.5365, -1.6902, 1.0557], [-3.4181, -0.1245, 1.1797], [-4.9327, 2.2799, -0.2191], [-3.9936, 3.0833, 0.4504], [-4.4321, 4.1170, 1.2870], [-5.7978, 4.3345, 1.5108], [-6.7286, 3.4795, 0.9081], [-6.3035, 2.4585, 0.0503], [-4.3223, 1.1237, -1.6393], [-4.7188, -0.0586, -0.8675], [-2.9298, 2.9276, 0.2580], [-3.7166, 4.7869, 1.7596], [-6.1382, 5.1728, 2.1269], [-7.7926, 3.6255, 1.1063], [-7.0389, 1.8231, -0.4492], [6.5312, 2.3436, -0.4195], [5.1687, 2.3634, -0.3875], [4.5089, 3.2441, -0.9522], [4.5328, 1.2148, 0.3488], [5.0883, -0.0454, 0.6396], [4.2348, -1.0408, 1.1321], [2.8602, -0.7902, 1.2629], [2.3233, 0.4153, 0.9658], [3.1982, 1.4185, 0.7207], [6.9647, 3.1633, -0.8215], [7.0533, 1.7838, 0.2385], [6.1594, -0.2264, 0.5248], [4.6104, -2.0326, 1.4101], [2.1908, -1.5779, 1.6225], [2.8093, 2.4319, 0.7876]], "forces_ev_per_angstrom": [[1.929, -1.889, -1.040], [0.263, -1.937, -0.669], [0.591, 1.802, -2.301], [-1.963, -1.074, 2.725], [-0.467, -0.200, 0.381], [0.895, 2.425, 0.986], [-0.780, 1.111, -0.666], [-0.030, -0.208, 1.697], [-0.068, -0.063, -0.076], [-0.195, -0.082, 0.111], [-0.055, -0.090, -0.146], [-0.282, -0.232, 0.134], [0.039, -0.429, 0.245], [-0.136, -0.212, -0.029], [0.028, 0.172, -0.050], [0.095, -0.019, -0.106], [-0.024, -0.019, 0.032], [-0.145, -0.187, -0.694], [-0.183, 0.817, -0.639], [-0.044, 0.253, 0.027], [0.070, -0.182, 0.234], [0.207, -0.056, -0.105], [-0.123, 0.345, 0.069], [-0.293, 0.039, -0.087], [0.030, -0.261, 0.306], [-0.086, 0.270, 0.176], [0.179, -0.089, -0.356], [-0.330, 0.135, -0.065], [0.086, -0.114, 0.448], [-0.487, -0.043, -0.088], [0.369, 0.409, -0.396], [-0.088, -0.020, 0.325], [0.097, 0.349, -0.177], [-0.203, -0.161, -0.006], [0.047, -0.233, 0.199], [0.580, -0.130, -0.103], [-0.173, 0.299, 0.024], [-0.088, -0.264, -0.451], [0.157, -0.096, 0.460], [-0.154, -0.143, -0.333], [0.167, -0.012, -0.205], [-0.140, -0.240, 0.083], [0.027, 0.358, 0.193], [0.270, 0.123, -0.240], [-0.060, 0.342, 0.288], [0.186, -0.232, 0.050], [0.799, -0.069, -0.454], [0.159, 1.389, 0.204], [1.287, -0.774, -0.563], [-0.667, -0.106, -0.183], [-0.230, -0.650, -0.470], [-1.424, 0.225, 0.603], [-0.255, 0.640, 1.313], [-0.548, -0.238, -0.371], [-0.363, 0.159, 0.154], [-0.010, -0.244, -0.077], [0.158, -0.355, -0.178], [0.328, -0.111, -0.201], [0.164, 0.216, 0.208], [-0.985, 0.042, 0.168], [1.180, 1.269, -0.338], [0.195, -1.541, 0.869], [-0.948, -0.530, 0.632], [-0.429, 0.401, -0.109], [-0.402, -0.073, 0.317], [0.806, -0.255, -0.446], [1.161, -0.134, 0.951], [0.008, -0.151, -0.868], [0.176, -0.137, 0.004], [0.074, 0.211, -0.187], [-0.400, -0.144, -0.182], [-0.091, 0.510, -0.113], [0.247, 0.459, -0.289], [0.296, -0.337, -0.558]], "mulliken_spin": [2.9359, 0.0228, 0.1030, -0.0336, -0.0263, 0.7975, -0.1608, 0.0544, 0.0312, 0.0119, 0.0081, 0.0024, 0.0342, -0.0123, 0.0267, 0.0642, 0.0159, -0.0128, 0.0116, 0.0039, -0.0106, -0.0138, 0.0009, -0.0026, 0.0006, 0.0002, 0.0007, 0.0009, -0.0004, -0.0016, 0.0095, 0.0039, -0.0061, 0.0089, 0.0013, -0.0128, 0.0083, 0.0015, -0.0080, -0.0031, 0.0064, -0.0005, 0.0017, -0.0008, 0.0030, -0.0111, 0.2736, -0.1433, 0.1152, 0.1915, 0.0023, 0.0957, 0.3411, 0.0108, 0.1394, 0.0079, -0.0008, 0.0035, -0.0039, 0.0002, 0.0002, -0.0001, 0.0030, 0.0139, 0.0032, 0.0253, 0.0443, 0.0383, 0.0000, 0.0000, 0.0005, -0.0003, -0.0028, -0.0126], "homo_ev": [-14.8661, -17.1493], "charge": 3, "s2": 8.794, "orbital_gap_ev": [6.7257, 4.4940], "spin_multiplicity": 6}

***

{"formula": "C7H6Br3NO2", "method": "ωB97M-V/def2-TZVPD", "symbols": ["C", "Br", "Br", "Br", "H", "C", "C", "C", "C", "C", "C", "N", "O", "O", "H", "H", "H", "H", "H"], "positions_angstrom": [[1.6418, 6.2535, -2.5572], [2.4548, 7.8000, -1.5425], [-0.4094, 6.2846, -2.6054], [2.2943, 4.5416, -1.7165], [1.9071, 6.2446, -3.6144], [0.0928, -2.5326, -0.9627], [0.7138, -1.5952, -0.1012], [0.2122, -1.3648, 1.1858], [-0.8994, -2.0787, 1.6504], [-1.5107, -3.0917, 0.8591], [-0.9948, -3.2695, -0.4864], [-1.4605, -1.8174, 3.0414], [-0.5596, -1.4196, 3.8021], [-2.5916, -1.9287, 3.3451], [0.5829, -2.7393, -1.9026], [1.6611, -1.1189, -0.3062], [0.6138, -0.5646, 1.7899], [-2.3386, -3.6221, 1.3061], [-1.4100, -3.9811, -1.1847]], "forces_ev_per_angstrom": [[-0.713, -0.325, 1.196], [-0.900, -1.317, -1.128], [1.936, 0.094, 0.233], [-0.582, 1.336, -0.761], [0.259, 0.210, 0.461], [0.565, 0.495, 1.802], [-0.641, -0.790, 0.760], [-0.723, 0.050, -0.223], [-1.131, -1.399, -1.185], [1.583, 1.639, -0.975], [-0.306, 0.395, 1.332], [4.536, 1.255, -0.225], [-1.081, -0.401, -0.386], [-2.081, -0.679, -0.217], [-0.386, -0.060, -0.224], [-0.141, 0.173, -0.568], [0.207, -0.216, 0.163], [-0.086, -0.220, -0.379], [-0.316, -0.241, 0.324]], "nbo_charge": [-0.4099, 0.0823, 0.0476, 0.0646, 0.2154, -0.1953, -0.1993, -0.2012, 0.0443, -0.2004, -0.2033, 0.5326, -0.4070, -0.3291, 0.2242, 0.2230, 0.2457, 0.2426, 0.2232], "homo_ev": -10.0070, "orbital_gap_ev": 9.1965, "smiles": "O=[N+]([O-])c1ccccc1.BrC(Br)Br"}

***

{"formula": "C40H37InN7PSe", "method": "ωB97M-V/def2-TZVPD", "symbols": ["In", "N", "C", "N", "C", "N", "N", "C", "C", "C", "C", "C", "C", "N", "C", "C", "C", "C", "C", "C", "H", "H", "H", "H", "H", "H", "H", "H", "H", "H", "H", "N", "P", "C", "C", "C", "C", "C", "C", "C", "C", "C", "C", "C", "C", "C", "C", "C", "C", "C", "N", "H", "H", "H", "H", "H", "H", "H", "H", "H", "H", "H", "H", "H", "H", "H", "C", "C", "C", "C", "C", "C", "Se", "C", "C", "C", "H", "H", "H", "H", "H", "H", "H", "H", "H", "H", "H"], "positions_angstrom": [[-0.6892, 0.4580, -0.0914], [0.3506, -0.8047, 4.0383], [-0.3864, -0.5773, 2.9635], [-0.2434, 0.4548, 2.1735], [0.7502, 1.3957, 2.4702], [0.8495, 2.4867, 1.7875], [-0.0224, 2.5099, 0.7468], [-0.4651, 3.6246, 0.3288], [-1.3151, 3.6801, -0.8538], [-1.8260, 4.8842, -1.2991], [-2.5931, 4.8934, -2.4568], [-2.7981, 3.7020, -3.1269], [-2.2474, 2.5359, -2.6038], [-1.5324, 2.5198, -1.4849], [1.6196, 1.1816, 3.6196], [2.6300, 2.0762, 3.9786], [3.3934, 1.8354, 5.0992], [3.1707, 0.6909, 5.8689], [2.1752, -0.2019, 5.5302], [1.3955, 0.0546, 4.4095], [0.1580, -1.6056, 4.6193], [-1.1533, -1.3038, 2.7386], [-0.1896, 4.5464, 0.8323], [-1.6373, 5.7973, -0.7479], [-3.0192, 5.8168, -2.8269], [-3.3771, 3.6677, -4.0401], [-2.3837, 1.5892, -3.1081], [2.7902, 2.9536, 3.3671], [4.1628, 2.5365, 5.3946], [3.7794, 0.4998, 6.7435], [1.9975, -1.0864, 6.1324], [2.0465, -1.1126, -1.4314], [1.9276, 0.4819, -0.8503], [3.6418, 0.9136, -0.4548], [4.5246, 1.3856, -1.4255], [5.8350, 1.6755, -1.0733], [6.2600, 1.5119, 0.2397], [5.3875, 1.0225, 1.2030], [4.0810, 0.7164, 0.8553], [1.5359, 1.4363, -2.3490], [1.7573, 2.8174, -2.3369], [1.3784, 3.5906, -3.4244], [0.7675, 2.9922, -4.5217], [0.5115, 1.6279, -4.5199], [0.8827, 0.8478, -3.4306], [1.4246, -2.1979, -0.8121], [1.8638, -3.5032, -1.0536], [1.1783, -4.5497, -0.4772], [0.0669, -4.2870, 0.3235], [-0.2831, -2.9749, 0.5222], [0.3861, -1.9383, -0.0198], [2.8298, -1.3425, -2.0248], [4.1913, 1.5288, -2.4463], [6.5249, 2.0368, -1.8254], [7.2764, 1.7702, 0.5094], [5.7245, 0.8800, 2.2223], [3.3994, 0.3206, 1.5996], [2.2471, 3.2725, -1.4820], [1.5794, 4.6557, -3.4280], [0.4931, 3.5921, -5.3817], [0.0394, 1.1641, -5.3782], [0.6845, -0.2169, -3.4316], [2.7249, -3.6772, -1.6885], [1.5066, -5.5682, -0.6446], [-0.5050, -5.0862, 0.7746], [-1.1512, -2.7136, 1.1183], [-5.8657, -4.8589, 1.1765], [-4.9514, -3.8748, 0.4984], [-4.8771, -2.5536, 0.9199], [-4.0452, -1.6303, 0.2938], [-4.0198, -0.2060, 0.7791], [-3.2373, -2.0692, -0.7639], [-2.1715, -0.8415, -1.7602], [-3.2941, -3.3947, -1.2190], [-2.4932, -3.8682, -2.4028], [-4.1675, -4.2652, -0.5829], [-6.1940, -4.4936, 2.1481], [-5.3703, -5.8203, 1.3133], [-6.7547, -5.0352, 0.5666], [-5.5018, -2.2209, 1.7432], [-4.8270, -0.0213, 1.4862], [-4.1212, 0.4912, -0.0534], [-3.0716, 0.0248, 1.2884], [-1.4353, -3.6204, -2.2920], [-2.8411, -3.3964, -3.3239], [-2.5888, -4.9458, -2.5236], [-4.2536, -5.2832, -0.9507]], "forces_ev_per_angstrom": [[0.144, -0.121, -0.450], [0.016, 0.134, -0.040], [0.137, -0.102, 0.125], [0.228, -0.310, -0.092], [-0.233, 0.274, 0.235], [0.231, -0.072, 0.293], [-0.669, -0.170, -0.647], [0.237, 0.233, 0.193], [-0.137, 0.005, -0.207], [-0.013, 0.143, 0.075], [-0.059, -0.039, -0.084], [0.031, 0.127, 0.039], [0.069, -0.015, -0.008], [0.020, -0.222, 0.052], [-0.149, -0.219, 0.063], [0.018, 0.056, -0.088], [0.056, -0.022, 0.064], [0.028, 0.012, 0.012], [-0.073, -0.161, 0.072], [0.123, 0.167, -0.027], [-0.092, -0.091, -0.001], [-0.090, -0.061, 0.022], [0.059, 0.037, 0.032], [0.030, -0.041, -0.015], [0.023, -0.016, 0.011], [0.025, -0.042, 0.033], [-0.056, -0.022, 0.068], [-0.008, -0.004, 0.016], [-0.009, -0.025, -0.044], [-0.031, 0.024, -0.030], [0.002, 0.049, -0.027], [-0.184, -0.033, 0.340], [0.078, -0.352, -0.923], [-0.223, 0.152, 0.346], [-0.011, -0.013, 0.022], [-0.006, -0.005, -0.011], [-0.005, 0.019, -0.042], [-0.013, -0.054, 0.012], [0.004, 0.063, -0.051], [-0.021, 0.185, 0.087], [-0.027, -0.136, -0.060], [0.025, 0.002, 0.044], [-0.064, 0.015, -0.002], [0.020, -0.012, -0.004], [0.123, 0.047, -0.018], [-0.135, 0.024, 0.021], [0.041, -0.017, -0.089], [0.046, 0.034, -0.018], [-0.005, -0.098, 0.051], [0.167, 0.197, -0.063], [-0.037, -0.055, 0.230], [0.063, -0.052, -0.024], [0.037, 0.032, 0.027], [-0.027, 0.001, 0.030], [-0.028, -0.048, -0.004], [-0.009, 0.005, -0.036], [0.009, 0.046, 0.038], [0.022, 0.063, -0.066], [-0.019, -0.057, 0.008], [0.017, -0.030, 0.053], [0.007, 0.015, 0.055], [0.004, -0.016, -0.025], [-0.051, 0.008, 0.046], [-0.033, 0.044, -0.020], [0.001, 0.046, -0.016], [-0.017, -0.099, -0.062], [-0.014, 0.040, -0.114], [0.008, -0.046, 0.066], [0.010, 0.059, 0.045], [0.153, -0.033, 0.030], [-0.097, -0.124, -0.095], [-0.134, -0.031, 0.269], [0.333, 0.658, 0.104], [0.004, 0.076, -0.111], [0.009, -0.010, 0.090], [-0.031, -0.096, 0.052], [0.001, -0.007, -0.006], [-0.018, 0.013, 0.013], [0.016, 0.002, 0.027], [0.033, -0.032, -0.023], [0.056, -0.007, 0.040], [0.023, 0.039, 0.008], [-0.028, 0.059, 0.056], [-0.009, -0.017, -0.007], [0.013, 0.000, -0.010], [-0.005, 0.006, 0.005], [0.072, 0.030, 0.035]], "nbo_charge": [1.3028, -0.4990, 0.3852, -0.6540, 0.4001, -0.3189, -0.3609, 0.1598, 0.1022, -0.1887, -0.1348, -0.2074, 0.0836, -0.4656, -0.0827, -0.1604, -0.1912, -0.1424, -0.2195, 0.1431, 0.4411, 0.2214, 0.2228, 0.2412, 0.2470, 0.2473, 0.2275, 0.2531, 0.2440, 0.2454, 0.2351, -0.9064, 1.1093, -0.4128, -0.1838, -0.1939, -0.1663, -0.2093, -0.1303, -0.3858, -0.2229, -0.1915, -0.2061, -0.1452, -0.2368, 0.4042, -0.2736, -0.1154, -0.2683, 0.0517, -0.5435, 0.4240, 0.2321, 0.2376, 0.2367, 0.2278, 0.2001, 0.2267, 0.2328, 0.2351, 0.2265, 0.2371, 0.2355, 0.2432, 0.2442, 0.1944, -0.6388, 0.0389, -0.2218, -0.0333, -0.6121, -0.2654, -0.0929, 0.0934, -0.6611, -0.2488, 0.2226, 0.2275, 0.2393, 0.2162, 0.2400, 0.2346, 0.1773, 0.2191, 0.2305, 0.2301, 0.2206], "homo_ev": -12.5251, "charge": 2, "orbital_gap_ev": 6.5776}

***

{"formula": "C7H13N2O", "method": "ωB97M-V/def2-TZVPD", "symbols": ["C", "C", "C", "C", "C", "C", "C", "N", "N", "O", "H", "H", "H", "H", "H", "H", "H", "H", "H", "H", "H", "H", "H"], "positions_angstrom": [[-4.1755, 1.4824, 0.3410], [-2.7379, -1.8907, -0.0097], [-4.0426, 0.3840, -0.3014], [0.7361, 0.5757, -0.1794], [-0.3392, -0.2397, 0.0147], [-2.7289, -0.5571, -0.1044], [2.0762, 0.1261, 0.3685], [-1.5396, 0.1797, -0.2649], [5.5226, -0.1580, -0.0268], [3.0884, 0.6350, -0.0651], [-5.1452, 2.0534, 0.2081], [-3.4509, 2.2445, 0.9075], [-1.7470, -2.4523, 0.0587], [-3.7478, -2.3384, 0.0393], [-4.7752, -0.1498, -0.7371], [0.8251, 1.3972, -0.7764], [-0.2785, -1.1174, 0.5044], [2.1454, -0.5579, 1.1744], [-1.6328, 1.1615, -0.6969], [6.2690, -0.5145, 0.6379], [6.0510, 0.5178, -0.4951], [5.3985, -0.9830, -0.6859], [4.2286, 0.2015, 0.0884]], "forces_ev_per_angstrom": [[-0.891, 6.163, 1.484], [0.271, 0.307, 0.285], [5.572, -3.452, 1.858], [4.087, -3.793, 2.803], [0.544, 3.754, -0.534], [-1.841, 1.228, -1.473], [-5.246, 0.834, -1.298], [-1.555, 2.324, -1.288], [-0.040, -3.394, 0.419], [3.656, 0.948, -1.164], [0.989, -0.916, 0.211], [-1.051, -2.578, -1.180], [-1.932, 0.444, -0.208], [1.080, -0.230, 0.125], [-2.675, -1.286, -1.616], [-0.330, 2.143, -1.561], [0.409, -2.882, 1.613], [-0.170, -1.210, 0.777], [0.054, -2.226, 1.013], [-1.784, 0.423, -0.192], [0.572, 1.588, -1.427], [0.410, 1.350, 0.723], [-0.130, 0.461, 0.631]], "nbo_charge": [-0.3640, -0.4422, -0.2219, -0.4354, 0.1646, 0.1394, 0.4360, -0.5323, -1.0018, -0.6085, 0.2225, 0.2234, 0.2091, 0.2410, 0.2164, 0.2301, 0.2044, 0.1531, 0.4266, 0.4274, 0.4077, 0.4115, 0.4929], "homo_ev": -11.5739, "charge": 1, "orbital_gap_ev": 8.1905}

***

Result set for ΔE to the lowest compared entry with this formula, charge and spin: 24.1; 22.3; 0.0; 94.8 kcal per mole, one per record in the order listed.
Result set for E_tot: -125341.326; -223064.731; -132309.955; -12487.926 eV, one per record in the order listed.
Result set for F_max: 3.526; 4.712; 0.991; 6.813 eV/A, one per record in the order listed.